(1)
Density functional theory data (ωB97M-V/def2-TZVPD) for an isolated molecule of C11H10N4O3 at a distorted geometry.

Geometry (Å):
C1 2.22 -0.99 -1.87
C2 2.79 -1.24 -0.53
N1 2.97 -2.42 -0.01
O1 3.50 -2.24 1.21
N2 3.68 -0.95 1.48
C3 3.25 -0.28 0.44
C4 3.29 1.20 0.33
O2 4.30 1.86 0.28
N3 2.05 1.76 0.26
N4 0.94 1.01 0.30
C5 -0.21 1.56 0.29
C6 -1.42 0.79 0.31
C7 -1.39 -0.61 0.35
C8 -2.55 -1.34 0.37
C9 -3.79 -0.70 0.34
O3 -4.91 -1.45 0.35
C10 -3.83 0.69 0.29
C11 -2.66 1.43 0.28
H1 2.05 -1.94 -2.37
H2 2.91 -0.38 -2.46
H3 1.28 -0.45 -1.77
H4 1.99 2.78 0.21
H5 -0.31 2.66 0.26
H6 -0.43 -1.11 0.38
H7 -2.54 -2.42 0.40
H8 -5.69 -0.89 0.33
H9 -4.79 1.20 0.27
H10 -2.71 2.50 0.25

As for the net charge: 0. As for the HOMO-LUMO gap: 8.6 eV. The LUMO energy is 0.0044 hartree. The SMILES is Cc1nonc1C(=O)N/N=C/c1ccc(O)cc1.

(2)
Density functional theory data (ωB97M-V/def2-TZVPD) for an isolated molecule of C11H10NOP at a distorted geometry.

Geometry (Å):
C1 -3.95 0.27 -0.89
P1 -3.15 0.64 0.75
C2 -2.27 -0.93 0.99
C3 -0.96 -1.12 0.72
C4 0.00 -0.14 0.39
C5 -0.45 1.14 0.18
O1 0.61 2.02 0.19
C6 1.78 1.28 0.24
C7 3.12 1.68 0.26
C8 4.08 0.72 0.52
C9 3.69 -0.66 0.64
C10 2.33 -1.09 0.56
C11 1.44 -0.07 0.29
N1 -1.68 1.54 0.18
H1 -4.72 1.19 -1.22
H2 -4.47 -0.60 -0.52
H3 -3.31 0.06 -1.66
H4 -2.91 -1.67 1.55
H5 -0.60 -2.11 0.89
H6 3.35 2.71 0.20
H7 5.19 0.95 0.58
H8 4.51 -1.36 0.99
H9 1.93 -2.02 0.77
H10 -1.83 2.58 0.18

As for the net charge: 0. As for the HOMO-LUMO gap: 7.9 eV. The LUMO energy is 0.0305 hartree. The SMILES is CP1C=Cc2c(oc3ccccc23)N1.

(3)
Density functional theory data (ωB97M-V/def2-TZVPD) for an isolated molecule of C11H10O at a distorted geometry.

Geometry (Å):
C1 1.18 -1.61 -1.41
C2 1.22 -0.60 -0.51
C3 2.43 0.37 -0.48
C4 2.17 1.57 0.10
C5 0.91 1.94 0.77
C6 0.00 0.81 1.02
C7 0.09 -0.32 0.36
C8 -0.83 -1.49 0.66
C9 -2.10 -1.52 0.39
C10 -2.96 -0.49 -0.17
C11 -2.55 0.63 -0.77
O1 -2.07 1.64 -1.16
H1 0.35 -2.30 -1.30
H2 2.11 -1.94 -1.84
H3 3.33 0.12 -0.93
H4 2.94 2.30 -0.02
H5 1.10 2.38 1.68
H6 0.39 2.83 0.35
H7 -0.60 1.03 1.84
H8 -0.33 -2.27 1.21
H9 -2.67 -2.44 0.61
H10 -4.10 -0.67 -0.39

As for the net charge: 0. As for the HOMO-LUMO gap: 8.8 eV. The LUMO energy is 0.0297 hartree. The SMILES is C=C1C=CCC=C1/C=C\C=C=O.

(4)
Density functional theory data (ωB97M-V/def2-TZVPD) for a cluster of 2 separate species, C11H11B2N2O14P in total at a distorted geometry.

Geometry (Å):
C1 -2.04 0.18 2.83
O1 -0.95 -0.31 3.69
B1 -0.05 0.75 4.06
O2 -0.61 2.09 4.22
O3 1.37 0.60 4.33
C2 2.05 -0.12 3.33
O4 2.86 -1.01 3.71
C3 1.93 0.11 1.76
C4 0.73 -0.43 0.88
C5 0.66 -0.17 -0.65
N1 1.72 0.55 -1.30
C6 2.87 1.05 -0.59
C7 3.05 0.87 0.96
P1 4.60 1.63 1.71
N2 4.20 3.12 2.17
O5 5.79 1.81 0.48
O6 5.22 0.78 3.05
H1 -2.33 -0.71 2.16
H2 -1.64 1.00 2.12
H3 -2.96 0.51 3.41
H4 -1.01 2.05 5.13
H5 -0.12 -1.02 1.36
H6 -0.27 -0.57 -1.21
H7 1.64 0.74 -2.31
H8 3.67 1.63 -1.17
H9 4.38 3.23 3.18
H10 6.34 0.99 0.41
H11 5.88 1.40 3.45
B2 -3.62 -1.60 -3.94
O7 -3.03 -2.84 -4.47
C8 -3.85 -3.84 -4.11
O8 -3.66 -5.00 -4.39
C9 -4.97 -3.30 -3.34
O9 -5.88 -3.94 -2.87
O10 -4.85 -1.98 -3.23
O11 -2.67 -0.92 -3.02
C10 -2.44 0.29 -3.52
O12 -1.70 1.10 -3.01
C11 -3.20 0.46 -4.76
O13 -3.20 1.45 -5.46
O14 -3.90 -0.64 -5.02

As for the net charge: 0. As for the HOMO-LUMO gap: 5.6 eV. The LUMO energy is -0.1339 hartree.

(5)
Density functional theory data (ωB97M-V/def2-TZVPD) for a structure of composition C11H11Cl2O3PPrRh at a distorted geometry.

Geometry (Å):
Pr1 -1.17 -0.02 -3.99
Rh1 0.78 -0.56 -0.99
Cl1 -1.21 -2.44 -3.10
Cl2 -1.16 2.65 -3.36
C1 1.57 1.08 -1.00
C2 0.32 -1.40 -5.48
C3 0.47 1.07 -5.66
O1 1.99 2.19 -1.15
O2 1.04 -1.96 -6.19
O3 1.21 1.39 -6.50
C4 -2.10 -1.36 0.59
P1 -0.80 -0.14 0.27
C5 -1.74 1.45 0.30
C6 0.18 -0.20 1.85
C7 1.30 -1.04 1.76
C8 2.20 -1.08 2.83
C9 2.00 -0.25 3.93
C10 0.88 0.59 4.00
C11 -0.04 0.63 2.94
H1 -2.78 -1.37 -0.27
H2 -2.63 -1.12 1.51
H3 -1.62 -2.34 0.68
H4 -2.22 1.60 1.28
H5 -1.05 2.27 0.07
H6 -2.49 1.39 -0.49
H7 1.48 -1.58 0.81
H8 3.08 -1.73 2.78
H9 2.71 -0.26 4.76
H10 0.72 1.24 4.86
H11 -0.90 1.30 2.95

Its expectation value of S² is 12.032. The spin multiplicity is 7. As for the net charge: +4. As for the HOMO-LUMO gap (spin up / spin down): 5.7 / 3.9 eV. The LUMO energy (spin up / spin down) is -0.5737 / -0.7002 hartree.

(6)
Density functional theory data (ωB97M-V/def2-TZVPD) for a structure of composition C11H11Cl3N2O4S at a distorted geometry.

Geometry (Å):
O1 -5.26 -1.64 3.14
C1 -4.12 -1.44 2.82
O2 -3.89 -0.74 1.64
C2 -3.00 -1.45 0.78
C3 -2.44 -0.50 -0.32
C4 -1.29 0.30 0.31
C5 -1.61 1.19 1.31
C6 -0.57 1.96 1.96
N1 -0.68 2.86 2.95
S1 0.84 3.39 3.19
N2 1.73 2.52 2.12
C7 0.78 1.77 1.51
C8 1.12 0.84 0.49
C9 0.11 0.12 -0.08
C10 0.51 -0.91 -1.17
O3 1.73 -0.56 -1.82
O4 2.71 -1.50 -1.43
H1 -3.26 -1.74 3.45
H2 -2.16 -1.95 1.29
H3 -3.59 -2.23 0.25
H4 -2.05 -1.08 -1.16
H5 -3.25 0.16 -0.68
H6 -2.63 1.35 1.65
H7 2.14 0.67 0.14
H8 0.71 -1.85 -0.62
H9 -0.31 -1.11 -1.88
H10 2.99 -1.22 -0.54
C11 4.89 0.52 -3.77
Cl1 6.49 0.98 -3.17
Cl2 4.05 1.92 -4.45
Cl3 5.02 -0.77 -4.97
H11 4.31 0.15 -2.93

As for the net charge: 0. As for the HOMO-LUMO gap: 8.5 eV. The LUMO energy is -0.0314 hartree.

Energy
In order: -869.8318; -896.4641; -500.2683; -1979.8601; -2538.9194; -2614.8639
Unit: a.u.